Computed, not measured: C3H4AgLiO3 as an isolated structure in a non-equilibrium geometry, with ωB97M-V/def2-TZVPD.

Each line ends with the Mulliken spin population.
Element x y z (Å)
C 0.5086 0.0107 1.1730  0.71
C -0.3230 -0.0845 -0.0778  -0.05
O 0.5546 -0.1002 -1.2029  0.00
C 0.0382 -0.1605 -2.4325  -0.01
O -1.2124 -0.1886 -2.5403  0.00
O 0.0943 -0.5380 2.2290  0.18
H 1.6028 0.0204 0.9892  0.01
H -1.0098 0.7742 -0.1282  0.03
H -0.9377 -0.9971 -0.0425  0.03
Ag -0.4811 -0.2841 -4.5658  0.00
Li 0.2133 0.1371 3.9762  0.14
H 0.9522 1.4106 2.6225  0.95

Summary:
LUMO level (alpha / beta) ... -0.8 / -1.1 eV
Spin multiplicity ... 3
Net charge ... 0

***

Computed, not measured: C5H14ClIO2OsP as an isolated structure in a non-equilibrium geometry, with ωB97M-V/def2-TZVPD.

Each line ends with the Mulliken spin population.
Element x y z (Å)
C 1.9387 1.4700 3.0867  0.00
I 2.4159 0.7040 1.1106  0.51
H 2.8844 1.8554 3.4594  0.02
H 1.5621 0.6786 3.7283  0.00
H 1.2151 2.2679 2.9508  0.01
Os 0.5757 -0.9340 0.4121  2.39
P -0.6200 0.1137 -1.1299  0.08
C -2.2499 0.7341 -0.6093  0.01
C 0.1663 1.5752 -1.9011  0.06
H -0.3121 -1.6445 -2.7746  0.00
H -1.5199 -0.4419 -3.3232  0.01
H -1.9625 -1.6397 -2.0730  0.00
C -1.1483 -1.0112 -2.4600  0.01
H 1.0839 1.2715 -2.4318  0.00
H -0.5320 2.0404 -2.6207  0.01
H -2.6654 1.4075 -1.3744  0.00
H -2.1681 1.2739 0.3440  0.00
H 0.4274 2.3189 -1.1273  -0.01
H -2.9230 -0.1258 -0.4808  0.01
C -0.8062 -0.8621 1.6280  0.03
O -1.6747 -0.8101 2.4277  0.26
Cl 2.0562 -1.4043 -1.3985  0.56
O 1.2293 -2.6234 1.6187  0.05
H 2.1947 -2.7251 1.5379  0.00
H 0.8322 -3.4890 1.4006  -0.01

Summary:
LUMO level (alpha / beta) ... -12.4 / -16.7 eV
Spin multiplicity ... 5
Net charge ... +3

***

Computed, not measured: a 3-piece molecular cluster, C18H43BrN5O8P2S3 overall in a non-equilibrium geometry, with ωB97M-V/def2-TZVPD.

Each line ends with the Mulliken charge.
Element x y z (Å)
C 4.9345 -0.8596 0.3805  -1.09
C 4.6262 -1.4372 -0.9971  -0.36
S 2.8780 -1.4521 -1.5161  -0.14
C 2.0576 -0.3515 -0.3284  -0.91
C 0.6249 -0.0245 -0.7398  1.28
O -0.2985 -0.9273 -0.1377  -0.41
N 0.1110 -2.2999 -0.2651  0.27
O -0.5505 -2.9624 0.4002  -0.41
C 0.1225 1.3764 -0.2351  -1.53
C 1.1158 2.4051 0.3141  -1.25
C 1.7284 3.4235 -0.6293  0.61
C 2.4438 4.5175 0.1627  -1.51
Br 3.0099 2.6168 -1.8672  -0.05
N -0.7493 1.7805 -1.3609  0.16
P -1.5851 3.2874 -1.3491  0.10
N -1.9271 3.9279 0.0224  -0.57
C -0.1067 1.2815 -2.4765  0.02
N -0.0405 1.8473 -3.6423  -0.10
P 0.6556 1.2023 -5.1828  0.05
C 2.2665 0.4731 -4.7473  -0.50
C 1.1244 2.8112 -5.9122  -1.06
N 0.4793 0.0789 -2.2059  0.32
C -0.1086 -1.0480 -2.9699  -1.23
H 6.0022 -0.6571 0.4324  0.38
H 4.7082 -1.5878 1.1539  0.28
H 4.4325 0.0797 0.5828  0.26
H 5.2323 -0.9607 -1.7627  0.35
H 4.9140 -2.4856 -0.9859  0.43
H 2.6438 0.5552 -0.2899  -0.03
H 2.0559 -0.7827 0.6707  0.92
H -0.5292 1.1491 0.6061  0.35
H 1.9116 1.9004 0.8567  0.60
H 0.5857 2.9956 1.0607  0.87
H 0.9851 3.9111 -1.2512  -0.06
H 1.7062 5.1409 0.6622  0.43
H 3.0472 5.1190 -0.5088  0.42
H 3.1135 4.0581 0.8861  0.36
H -0.8286 4.1120 -2.2179  0.03
H -2.7202 2.9923 -2.1155  0.14
H -1.5757 3.3680 0.7907  0.25
H -0.4819 2.7526 -3.7201  0.29
H 2.3032 -0.5290 -5.1660  0.35
H 3.0486 1.0720 -5.2101  0.42
H 2.4604 0.3942 -3.6784  -0.15
H 2.0170 3.2173 -5.4413  0.33
H 0.2924 3.5037 -5.8138  0.37
H 1.3104 2.6083 -6.9623  0.39
H 0.6707 -1.6679 -3.4027  0.27
H -0.7727 -1.6345 -2.3491  0.44
H -0.7006 -0.6561 -3.7949  0.60
O -6.8005 2.0152 2.0616  -0.65
S -6.4313 2.6024 3.3135  1.24
O -7.2223 3.6523 3.8690  -0.61
O -4.9158 3.0784 3.2120  -0.29
C -4.5738 3.9410 2.1012  0.04
C -5.0285 5.3705 2.3118  -1.10
C -6.1980 1.3474 4.5224  -0.93
H -4.9782 3.5236 1.1783  0.35
H -3.4926 3.9023 2.0331  -0.09
H -6.1141 5.4488 2.3108  0.34
H -4.6374 5.9996 1.5119  0.38
H -4.6704 5.7488 3.2688  0.29
H -5.5693 0.5676 4.1032  0.31
H -7.1841 0.9576 4.7638  0.37
H -5.7419 1.7929 5.4019  0.32
O 2.0106 -8.2299 3.8348  -0.64
S 1.7644 -8.0190 2.4430  1.21
O 2.7011 -7.2719 1.6615  -0.60
O 0.3185 -7.3744 2.2766  -0.26
C 0.0249 -6.2052 3.0706  -0.51
C 0.6995 -4.9589 2.5329  -0.88
C 1.4258 -9.5483 1.6465  -0.93
H 0.2996 -6.3939 4.1090  0.35
H -1.0577 -6.1061 3.0308  0.29
H 1.7815 -5.0253 2.6407  0.34
H 0.3518 -4.0823 3.0817  0.41
H 0.4788 -4.8360 1.4782  0.23
H 0.6883 -10.0906 2.2305  0.32
H 2.3643 -10.0961 1.6076  0.37
H 1.0631 -9.3455 0.6428  0.31

Summary:
LUMO level ... -3.0 eV
Net charge ... +1

***

Computed, not measured: one molecule with the formula C5H11NO in a non-equilibrium geometry, with ωB97M-V/def2-TZVPD.

Each line ends with the Mulliken charge.
Element x y z (Å)
C -1.5560 0.9631 0.7572  -1.24
C -0.1457 0.1789 0.6624  0.18
C -0.2343 -1.4126 0.9585  -1.14
C 0.6924 0.5625 -0.6730  0.13
N -0.0710 0.0894 -1.9313  -0.64
C 2.1749 0.1736 -0.6646  -0.15
O 3.1856 0.8997 -0.7322  -0.48
H -2.1276 0.8634 -0.1727  0.29
H -2.2057 0.4732 1.4251  0.41
H -1.5510 2.1383 1.0047  0.27
H 0.5387 0.5689 1.3508  0.34
H -0.8304 -1.9499 0.0652  0.23
H -0.7693 -1.5513 1.9254  0.37
H 0.7730 -2.0009 1.0248  0.27
H 0.6888 1.6381 -0.5613  0.30
H 0.1255 -0.9403 -2.1456  0.29
H -1.0500 0.2395 -1.7248  0.33
H 2.3623 -0.9335 -0.5687  0.25

Summary:
LUMO level ... 0.6 eV
SMILES ... CC(C)[C@H](N)C=O
Net charge ... 0

***

Taking the records one at a time from the top gives DFT total energy values of -13515.04606, -41851.48452, -164309.48195, -8898.98657 eV.